No. 1
The following is a quantum chemistry calculation of C17H19ClO2S4TeY as an isolated structure, from OMol25.

**HOMO energy**: -4.80 eV
**Kohn-Sham gap**: 7.331 eV
**Maximum force**: 0.2 eV/A
**Molar mass**: 635.56 g/mol
**ΔE to the lowest compared entry with this formula, charge and spin**: 0.103 eV
**2S+1**: 1
**Net charge**: -1

CARTESIAN COORDINATES (ANGSTROEM)
Y1 -1.459 1.552 -0.477
C1 -1.763 -1.578 3.411
C2 -1.269 -2.475 2.271
C3 -2.452 -3.062 1.510
C4 -0.276 -1.743 1.387
C5 0.967 -1.390 1.910
C6 1.931 -0.756 1.143
C7 1.703 -0.454 -0.197
C8 2.748 0.209 -1.048
C9 0.463 -0.804 -0.726
C10 -0.515 -1.430 0.050
H1 -2.391 -2.151 4.097
H2 -2.358 -0.753 3.017
H3 -0.932 -1.159 3.981
H4 -0.716 -3.309 2.720
H5 -3.080 -2.277 1.084
H6 -3.078 -3.642 2.190
H7 -2.130 -3.722 0.702
H8 1.188 -1.628 2.946
H9 2.891 -0.508 1.584
H10 3.742 -0.168 -0.800
H11 2.751 1.290 -0.894
H12 2.559 0.026 -2.106
H13 0.271 -0.630 -1.781
H14 -1.452 -1.708 -0.421
S1 -5.507 2.485 1.701
C11 -4.153 2.133 0.847
S2 -3.541 0.479 0.745
S3 -3.251 3.388 0.002
Cl1 -0.645 1.715 2.374
C12 0.905 2.590 2.194
C13 1.309 2.841 0.737
O1 2.429 3.281 0.561
O2 0.435 2.565 -0.165
H15 1.674 1.995 2.678
H16 0.802 3.541 2.709
Te1 -1.833 0.840 -3.438
C14 0.195 0.808 -4.009
C15 0.912 -0.236 -4.528
C16 2.256 0.107 -4.850
C17 2.546 1.407 -4.564
S4 1.182 2.208 -3.907
H17 0.483 -1.217 -4.680
H18 2.973 -0.585 -5.270
H19 3.485 1.922 -4.691

No. 2
The following is a quantum chemistry calculation of one molecule with the formula C17H19F2N3O2, from OMol25.

**HOMO energy**: -8.37 eV
**Kohn-Sham gap**: 8.663 eV
**Maximum force**: 1.2 eV/A
**Molar mass**: 335.35 g/mol
**2S+1**: 1
**SMILES**: Cc1oc(-c2cc(F)ccc2F)nc1CN1CCN(C)C(=O)[C@@H]1C

CARTESIAN COORDINATES (ANGSTROEM)
C1 1.816 -2.978 -1.149
C2 1.050 -1.733 -1.397
O1 1.622 -0.746 -2.124
C3 0.704 0.237 -2.186
C4 0.955 1.477 -2.885
C5 -0.034 2.462 -2.889
C6 0.193 3.646 -3.557
F1 -0.768 4.588 -3.562
C7 1.378 3.901 -4.230
C8 2.363 2.931 -4.228
C9 2.147 1.737 -3.564
F2 3.126 0.814 -3.586
N1 -0.399 -0.063 -1.560
C10 -0.209 -1.314 -1.048
C11 -1.246 -1.972 -0.194
N2 -1.220 -1.545 1.197
C12 0.007 -1.871 1.880
C13 -0.198 -1.562 3.356
N3 -0.407 -0.144 3.508
C14 0.080 0.490 4.708
C15 -1.009 0.590 2.547
O2 -1.112 1.801 2.624
C16 -1.630 -0.153 1.369
C17 -3.150 -0.097 1.578
H1 2.317 -3.289 -2.064
H2 2.578 -2.815 -0.387
H3 1.146 -3.766 -0.816
H4 -0.960 2.282 -2.369
H5 1.518 4.840 -4.740
H6 3.300 3.087 -4.738
H7 -2.232 -1.737 -0.596
H8 -1.106 -3.057 -0.212
H9 0.209 -2.937 1.743
H10 0.878 -1.299 1.511
H11 0.685 -1.849 3.934
H12 -1.062 -2.127 3.729
H13 -0.401 0.056 5.587
H14 -0.162 1.549 4.645
H15 1.163 0.370 4.796
H16 -1.379 0.442 0.479
H17 -3.668 -0.484 0.705
H18 -3.454 0.933 1.742
H19 -3.427 -0.696 2.442

No. 3
The following is a quantum chemistry calculation of an isolated ion of composition C17H19F3NO and charge +1, from OMol25.

**HOMO energy**: -12.16 eV
**Kohn-Sham gap**: 9.301 eV
**Maximum force**: 0.8 eV/A
**Molar mass**: 310.34 g/mol
**ΔE to the lowest compared entry with this formula, charge and spin**: 0.000 eV
**2S+1**: 1
**Net charge**: +1
**SMILES**: C[NH2+]CC[C@@H](Oc1ccc(C(F)(F)F)cc1)c1ccccc1

CARTESIAN COORDINATES (ANGSTROEM)
C1 2.260 2.572 -1.814
N1 1.935 2.351 -0.397
C2 2.844 1.404 0.302
C3 2.188 0.922 1.590
C4 0.920 0.087 1.319
O1 -0.028 0.974 0.716
C5 -1.339 0.571 0.563
C6 -1.821 -0.683 0.906
C7 -3.158 -0.978 0.703
C8 -4.007 -0.026 0.163
C9 -5.452 -0.361 -0.097
F1 -5.910 -1.325 0.708
F2 -5.631 -0.796 -1.359
F3 -6.255 0.698 0.058
C10 -3.525 1.230 -0.184
C11 -2.194 1.527 0.017
C12 1.240 -1.118 0.459
C13 0.986 -1.130 -0.907
C14 1.310 -2.242 -1.667
C15 1.899 -3.343 -1.072
C16 2.155 -3.336 0.290
C17 1.826 -2.230 1.052
H1 2.203 1.630 -2.356
H2 3.268 2.972 -1.912
H3 1.559 3.277 -2.257
H4 1.933 3.246 0.102
H5 0.976 1.933 -0.270
H6 3.798 1.892 0.505
H7 3.018 0.551 -0.359
H8 2.896 0.298 2.133
H9 1.928 1.770 2.226
H10 0.525 -0.248 2.287
H11 -1.174 -1.441 1.317
H12 -3.537 -1.952 0.970
H13 -4.190 1.969 -0.601
H14 -1.810 2.503 -0.238
H15 0.502 -0.288 -1.383
H16 1.096 -2.245 -2.725
H17 2.149 -4.208 -1.665
H18 2.605 -4.195 0.761
H19 2.015 -2.231 2.116